{"formula": "C33H46F12N4O4P2Re", "method": "ωB97M-V with the def2-TZVPD basis set", "species": ["C", "H", "F", "N", "F", "H", "H", "C", "F", "C", "H", "C", "H", "H", "C", "N", "H", "H", "C", "H", "H", "N", "C", "H", "C", "H", "N", "C", "C", "C", "P", "H", "F", "H", "H", "H", "C", "F", "H", "O", "O", "H", "H", "H", "H", "C", "O", "F", "C", "H", "C", "H", "H", "O", "F", "H", "C", "C", "H", "F", "H", "C", "H", "C", "H", "H", "H", "C", "H", "H", "C", "H", "P", "C", "H", "C", "H", "C", "F", "H", "H", "C", "C", "H", "C", "H", "C", "C", "H", "F", "F", "H", "H", "H", "H", "H", "C", "C", "C", "C", "F", "Re"], "xyz": [[-0.582022, -0.438024, 2.372020], [-0.832032, -3.531341, -4.374877], [-1.220267, 3.170196, 1.742462], [-0.658162, 1.939407, -1.980325], [2.036304, 2.488162, -0.649112], [-4.349483, -0.026401, -2.225215], [-1.179229, 5.195132, -0.852971], [-1.004501, -0.942530, 3.598967], [0.662370, 2.103457, 1.813461], [2.608155, -0.205693, 0.784047], [0.694090, 1.387998, -4.170981], [-0.409115, -2.038664, 4.207043], [2.522843, -0.197416, 2.931883], [-2.737518, -1.187773, -3.867981], [3.029275, 0.564353, -1.634217], [-0.808592, -5.176840, 2.537673], [-3.005316, 0.113835, -1.081357], [-2.354444, 0.494926, -3.547979], [1.017881, -2.212397, 2.267789], [5.559297, 0.140659, -0.871444], [4.922654, -0.244643, 3.291993], [-5.006420, -3.077288, 1.548808], [-2.969739, 4.311187, -2.825297], [-0.005404, -2.984905, 6.103318], [-2.418990, -0.491937, -3.090538], [-0.354393, -4.510350, 0.569183], [1.189664, -0.421776, 0.616186], [6.918031, -0.303579, 1.395168], [-1.430075, 4.295796, -2.833660], [-0.990646, 2.973162, -2.348544], [-0.704695, -0.924840, -2.650604], [-1.814946, -0.457791, 4.132674], [-3.469403, 1.684617, 1.341043], [7.167472, -0.751937, 2.356559], [-1.231094, -4.652062, -3.083936], [7.382539, -0.889299, 0.601277], [3.174617, -0.215573, 2.068257], [4.155772, 2.642690, -1.083961], [-1.704124, -5.662529, 0.648835], [1.745776, 0.195134, -2.010949], [-1.301532, 0.782791, 0.350891], [-1.316707, 3.760197, -4.952118], [-1.135523, -1.631368, 6.198202], [0.205144, 4.383948, -4.283734], [-4.254570, -4.888112, 0.704725], [-0.618420, 2.086682, 2.249496], [-1.861054, -2.188039, 0.558049], [-3.403121, -0.387056, 1.972786], [-0.597998, -2.713976, -2.348481], [-3.313042, 5.288404, -3.165615], [-1.300051, 0.767463, 1.748974], [0.846711, 0.639529, -5.754414], [1.240500, -1.044791, -4.002007], [-2.695338, -3.383076, 2.777639], [-0.597449, 2.186462, 3.573263], [1.830586, -2.701705, 1.739941], [3.947595, 0.138593, -2.820375], [3.499446, 0.039649, -0.282419], [-4.192555, -3.486092, -0.398068], [2.723689, 2.696444, -2.705833], [0.477057, -2.920645, -2.322390], [-4.053482, -3.822886, 0.622298], [-4.548152, -3.115009, 2.483186], [0.239781, 0.662816, -4.846444], [-5.038049, -2.084664, 1.314108], [-3.359692, 4.132845, -1.819853], [1.083934, -3.562823, 3.934699], [-0.863242, 5.367540, -1.884007], [-1.145084, 5.488175, -4.596853], [-3.589480, -1.477455, -1.547346], [5.421135, -0.213637, 1.204582], [-0.230338, -1.453626, -4.903946], [-2.378839, -3.358933, 1.300099], [4.870948, -0.013869, -0.050031], [-5.949693, -3.444418, 1.568329], [-1.295228, -3.603676, -3.390176], [-0.760142, 1.005885, -5.123983], [3.029856, 2.125986, -1.532246], [-3.024663, 1.209670, 3.399797], [-1.636067, -5.249564, 3.128570], [7.368239, 0.693173, 1.368418], [4.537325, -0.226103, 2.277061], [-0.825815, -2.482899, 5.590452], [-3.372928, 3.550539, -3.498257], [-1.237019, -4.806060, 1.130249], [-0.248607, -6.021563, 2.588320], [-0.882556, 4.484705, -4.259300], [0.218892, -0.735866, -4.215599], [-0.999979, -2.875887, -1.358307], [4.240718, -1.166442, -2.720715], [3.313627, 0.324066, -3.991265], [-1.230514, 6.343597, -2.204098], [0.228843, 5.381264, -1.919033], [-0.299943, -4.398771, 2.941363], [-2.355400, -3.355271, -3.492980], [-1.672052, -3.176938, 5.541872], [-2.817409, 0.831798, 2.137711], [0.518594, -1.022983, 1.745036], [-3.399505, -0.466232, -1.916274], [0.574273, -2.713028, 3.483852], [5.088409, 0.841030, -2.863620], [0.185865, 0.447309, -0.860500]], "forces_ev_per_angstrom": [[-0.138, 0.270, 0.092], [-0.043, 0.007, 0.059], [0.052, -0.148, 0.110], [-0.152, 0.598, -0.181], [0.331, -0.092, -0.257], [0.042, -0.062, -0.026], [-0.005, 0.028, -0.074], [-0.043, 0.150, 0.117], [-0.308, 0.050, 0.087], [-0.244, 0.144, 0.081], [-0.011, -0.044, -0.059], [0.055, -0.123, 0.175], [-0.013, -0.160, -0.037], [-0.038, 0.036, -0.079], [0.282, 0.341, 0.037], [-0.676, -0.551, -0.868], [-0.026, -0.018, -0.037], [-0.005, 0.038, -0.049], [0.179, -0.038, -0.143], [-0.082, -0.033, 0.073], [-0.070, -0.026, -0.075], [0.673, -0.036, -0.256], [0.032, -0.135, 0.057], [-0.009, 0.018, 0.000], [-0.032, -0.059, 0.265], [0.063, -0.032, 0.025], [-0.477, 0.169, 0.161], [-0.203, 0.176, -0.032], [-0.059, 0.003, 0.043], [-0.210, 0.392, -0.304], [-0.211, 0.050, -0.032], [0.143, -0.057, -0.082], [0.094, -0.227, 0.210], [-0.020, -0.007, -0.057], [0.010, 0.122, -0.037], [-0.039, -0.012, 0.046], [-0.307, -0.040, 0.062], [-0.009, 0.023, -0.020], [0.065, -0.130, 0.102], [-0.412, 0.249, 0.414], [0.490, -0.239, 0.186], [0.020, 0.061, 0.047], [0.024, -0.064, -0.056], [-0.082, 0.047, 0.006], [-0.131, 0.008, 0.049], [0.193, -0.039, -0.298], [-0.223, -0.618, -0.202], [0.016, 0.432, 0.109], [0.027, -0.082, -0.320], [0.028, -0.025, 0.015], [0.006, 0.320, 0.059], [-0.091, -0.021, 0.074], [-0.025, -0.135, -0.035], [-0.147, -0.037, -0.130], [0.014, -0.031, -0.062], [0.029, 0.079, 0.076], [-0.122, -0.084, -0.084], [-0.290, -0.100, -0.133], [-0.172, 0.022, -0.075], [-0.008, -0.032, 0.202], [-0.032, -0.031, 0.088], [-0.046, 0.232, 0.166], [0.054, -0.165, 0.091], [0.021, -0.105, 0.076], [-0.042, 0.083, -0.144], [0.028, 0.058, -0.091], [0.095, 0.054, 0.026], [0.113, -0.120, 0.031], [0.000, -0.049, 0.014], [0.030, 0.051, -0.008], [0.236, 0.032, 0.126], [0.013, -0.046, -0.028], [-0.157, 0.334, 0.497], [0.129, -0.008, -0.073], [-0.220, -0.148, -0.025], [0.017, 0.038, 0.108], [0.066, -0.025, 0.019], [-0.316, 0.015, -0.009], [-0.078, -0.039, -0.122], [-0.281, -0.034, 0.072], [-0.036, -0.063, 0.010], [0.105, -0.034, 0.055], [-0.042, -0.024, -0.264], [0.017, 0.066, 0.035], [0.107, -0.052, 0.242], [0.095, -0.194, -0.071], [0.064, -0.117, 0.008], [-0.011, 0.405, 0.000], [-0.051, -0.016, 0.279], [-0.015, 0.248, -0.128], [0.256, -0.053, 0.265], [0.003, -0.059, 0.005], [-0.094, 0.003, 0.015], [0.500, 0.663, 0.181], [0.099, -0.045, 0.022], [0.039, 0.079, -0.029], [-0.020, -0.125, -0.331], [0.527, -0.036, -0.474], [0.007, -0.053, -0.018], [0.098, 0.413, 0.207], [-0.216, -0.212, -0.112], [1.207, -1.216, 0.354]], "lowdin_spin": [0.004, 0.000, 0.000, 0.007, 0.020, 0.000, 0.000, -0.001, 0.003, 0.000, 0.000, 0.003, 0.001, 0.000, 0.010, 0.000, 0.000, 0.000, 0.005, -0.001, -0.001, 0.000, -0.002, 0.000, 0.005, 0.000, 0.106, 0.004, 0.001, 0.012, 0.028, 0.000, 0.000, 0.000, 0.000, 0.001, 0.021, 0.001, 0.000, 0.004, 0.048, 0.000, 0.000, 0.000, 0.000, 0.004, 0.001, 0.000, -0.002, 0.000, 0.002, 0.000, 0.000, 0.000, 0.001, 0.000, 0.000, 0.023, 0.000, 0.000, 0.000, 0.000, 0.000, 0.000, 0.000, 0.000, 0.000, 0.002, 0.000, 0.000, 0.025, 0.001, 0.000, -0.004, 0.000, -0.001, 0.000, 0.002, 0.000, 0.000, 0.002, -0.003, 0.001, 0.000, 0.000, 0.000, 0.001, 0.011, 0.000, 0.000, 0.000, 0.000, 0.000, 0.000, 0.000, 0.000, 0.001, 0.004, 0.000, 0.000, 0.000, 0.648], "fmax_ev_per_a": 1.75, "multiplicity": 2, "total_charge": 2, "e_above_lowest_kcal_mol": 0.0, "homo_lumo_gap_ev": [6.4, 6.1], "e_lumo_ev": [-5.63, -6.08], "total_energy_ev": -102426.751}



{"formula": "C14H32MnN6O6S", "method": "ωB97M-V with the def2-TZVPD basis set", "species": ["H", "N", "C", "C", "C", "O", "H", "H", "H", "C", "Mn", "H", "N", "H", "H", "H", "H", "H", "C", "C", "H", "N", "H", "H", "H", "C", "H", "N", "H", "H", "C", "H", "H", "H", "H", "C", "N", "H", "H", "H", "H", "C", "H", "O", "C", "H", "C", "H", "O", "C", "H", "H", "H", "O", "O", "O", "C", "N", "H", "S"], "xyz": [[0.700252, -3.314162, -3.265716], [-1.527409, -2.134383, 1.000353], [-3.479670, -1.424505, -2.107931], [2.421164, -1.086582, 1.312651], [-2.664739, -2.156277, 0.252612], [-0.925502, -0.742058, -2.501426], [-0.748857, 2.991861, 2.544361], [-0.733303, -4.428861, -2.977665], [-1.310849, 5.786681, 2.273051], [0.390379, 4.566148, 1.704364], [0.077792, -1.877738, 0.057692], [1.147375, 3.541525, -2.922977], [1.198067, -1.628617, 1.518219], [3.513445, 0.593853, -1.485140], [-0.389969, 5.108139, 3.647812], [1.395061, 4.298023, 2.091273], [4.272274, -0.583705, 2.094408], [0.497208, 4.972138, 0.686691], [0.326619, -4.263683, -2.850838], [-0.242254, 3.536638, -1.259603], [-4.761922, -2.272166, 0.273583], [0.410083, 2.518641, -0.410735], [0.305516, 5.082867, -2.645491], [0.320924, -0.334061, -2.257033], [-3.923164, -3.821697, 0.617734], [0.000818, 2.290627, 0.854347], [-3.161580, -1.907146, -3.048364], [-0.453008, 3.325946, 1.613123], [-3.966062, -2.525650, 1.881710], [-3.589558, -0.335684, -2.268506], [3.534670, 0.473137, -0.394247], [-0.221175, -4.876503, -0.599165], [1.637460, 4.598368, -1.563679], [-4.422413, -1.846579, -1.742158], [0.945265, -4.526175, -2.002608], [3.253986, -0.738075, 2.456368], [1.466410, -0.766423, -0.796862], [-0.255340, -2.283714, 2.591639], [-0.763744, 4.243265, -0.604293], [3.307857, 1.440359, 0.088668], [-0.665559, -6.249832, -1.215465], [-3.910825, -2.728181, 0.798629], [3.226086, -1.543003, 3.198073], [0.873441, -2.191496, 2.687042], [0.780947, 4.228596, -2.147154], [2.869573, 0.193913, 2.898963], [-0.310093, 5.534766, 2.641484], [0.283422, 6.448907, 2.698320], [0.478211, -3.656244, 0.148665], [-2.451149, -1.665287, -1.081330], [0.588408, -3.838256, 1.113999], [0.702520, 1.666723, -0.918877], [-0.995856, 3.025529, -1.879665], [1.328695, 0.029268, -1.888653], [-0.747913, -5.291338, -1.351946], [-1.538752, -2.420606, 2.273144], [2.537309, -0.525753, -0.009876], [-1.151022, -1.377220, -1.373993], [4.503998, 0.096772, -0.048353], [0.016453, 0.768968, 1.600769]], "forces_ev_per_angstrom": [[-0.089, -0.200, -0.439], [-3.126, -0.397, -0.104], [-0.360, -0.057, 0.167], [-3.753, -1.226, 0.673], [2.325, -0.185, 1.106], [0.886, -0.418, 0.773], [0.162, 0.294, -0.780], [0.693, -0.088, -0.600], [0.202, -0.063, 0.095], [-0.407, -0.352, -0.116], [-0.435, 0.568, -1.216], [-0.017, 0.217, 0.236], [4.065, 0.277, 0.841], [0.202, 0.053, 0.417], [-0.017, 0.117, -0.154], [-0.457, 0.105, -0.250], [0.020, 0.060, 0.394], [0.068, -0.016, 0.563], [1.714, 3.107, -1.746], [0.155, 0.067, -0.053], [0.130, -0.281, 0.363], [-0.561, -0.766, 0.372], [0.176, -0.208, 0.031], [0.151, 0.370, -0.630], [0.006, 0.490, 0.152], [-0.336, 0.129, -0.364], [-0.221, 0.320, 0.313], [0.888, 0.014, 0.481], [-0.071, -0.193, -0.512], [0.037, -0.482, -0.105], [0.531, 0.016, -0.169], [-1.102, -0.694, -1.186], [-0.278, -0.116, -0.163], [0.116, 0.194, -0.441], [0.008, -0.407, -0.838], [0.924, -0.323, 0.184], [3.073, 1.306, 1.192], [0.325, -0.273, 0.528], [0.090, -0.264, -0.300], [0.155, -0.294, -0.135], [-0.251, 0.225, 0.013], [-0.402, 0.188, 0.122], [0.073, 0.301, -0.048], [-0.428, 0.476, -0.466], [-0.022, 0.177, -0.140], [0.092, -0.242, -0.055], [0.185, 0.125, -0.194], [-0.130, -0.010, 0.129], [0.405, 0.961, 1.337], [2.493, 0.270, -0.596], [0.014, -0.233, -0.812], [-0.120, 0.625, 0.354], [0.152, 0.170, 0.222], [-0.660, -1.225, 0.511], [-1.465, -2.374, 4.163], [0.476, 0.140, -0.702], [-2.782, -0.251, -2.027], [-3.024, 0.036, 0.151], [0.024, 0.448, -0.193], [-0.503, -0.210, -0.348]], "lowdin_spin": [0.053, -0.208, -0.013, 0.037, 0.126, 0.079, -0.001, 0.051, 0.000, -0.001, 3.128, 0.000, -0.039, 0.000, 0.000, 0.000, 0.000, 0.000, 0.780, 0.000, 0.002, -0.001, 0.000, 0.000, 0.010, -0.008, -0.003, -0.008, 0.003, -0.004, 0.006, 0.002, 0.000, 0.000, 0.050, 0.004, 0.006, -0.001, 0.000, 0.003, 0.004, 0.022, 0.001, -0.003, 0.000, 0.003, 0.000, 0.000, 0.057, -0.054, 0.008, 0.000, 0.000, -0.006, 0.032, -0.189, 0.038, 0.111, 0.001, -0.076], "fmax_ev_per_a": 5.01, "multiplicity": 5, "total_charge": 1, "e_above_lowest_kcal_mol": 24.1, "homo_lumo_gap_ev": [4.0, 6.7], "e_lumo_ev": [-6.19, -4.97], "total_energy_ev": -78401.981}



{"formula": "C3H5NS2", "method": "ωB97M-V with the def2-TZVPD basis set", "species": ["H", "H", "H", "C", "S", "S", "N", "H", "C", "H", "C"], "xyz": [[1.315632, -0.524746, -0.269192], [0.267633, 0.966737, -2.247843], [-0.619271, -1.730144, 0.629758], [0.299393, 0.236049, 2.069206], [0.066077, -0.148159, 3.567475], [0.962113, 1.310774, 0.902190], [-0.605553, -0.635300, 0.670631], [-0.482763, -0.527887, -2.085500], [-0.281726, 0.321314, -1.559087], [-1.235318, 0.806112, -1.437085], [0.313782, -0.074750, -0.240553]], "forces_ev_per_angstrom": [[-0.507, -0.691, -0.801], [0.569, -0.062, 0.427], [0.268, 2.558, 0.402], [-2.334, -2.120, -2.883], [0.390, 0.327, 0.450], [-0.658, -0.225, 0.202], [0.955, -1.121, 2.945], [-0.520, -2.642, -1.506], [0.363, 2.177, 0.547], [-0.402, 0.236, 0.482], [1.876, 1.564, -0.265]], "lowdin_charge": [0.084, 0.083, 0.127, -1.130, 0.691, 0.893, -0.069, 0.041, -0.098, 0.079, -0.701], "fmax_ev_per_a": 4.27, "total_charge": 0, "e_above_lowest_kcal_mol": 67.1, "homo_lumo_gap_ev": 8.6, "e_lumo_ev": -0.07, "total_energy_ev": -26349.823}